[1]
97
Properties=species:S:1:pos:R:3:mulliken_charge:R:1 method="wB97M-V/def2-TZVPD" s_squared=8.768 relative_energy_kcal_mol=37.5 charge=-2 multiplicity=6 orbital_gap_ha="0.227 / 0.234" max_force_ev_per_a=0.8
Fe 0.321 -0.782 -0.010 2.228
N 0.618 -4.795 -1.912 -0.647
C 0.578 -3.653 -1.103 0.646
S -0.465 -2.379 -1.635 -0.669
N 1.367 -3.669 -0.085 -0.884
N 1.209 -2.662 0.849 0.008
C 2.272 -2.054 1.226 -0.854
C 3.490 -1.961 0.398 0.648
C 4.737 -2.482 0.686 -0.520
C 5.814 -2.279 -0.174 -0.712
C 5.609 -1.532 -1.331 -0.593
C 4.370 -0.985 -1.626 -0.479
C 3.265 -1.167 -0.768 -0.026
O 2.120 -0.601 -0.999 -0.508
H -0.243 -4.912 -2.424 0.263
H 0.871 -5.613 -1.375 0.266
H 2.149 -1.377 2.069 0.689
H 4.866 -3.067 1.590 0.420
H 6.787 -2.698 0.051 0.360
H 6.434 -1.367 -2.016 0.369
H 4.217 -0.398 -2.525 0.292
C -1.712 1.078 -1.228 -1.998
C -2.732 0.578 -0.208 2.165
C -4.008 0.229 -0.976 -1.248
C -3.000 1.658 0.835 -1.486
O -2.183 -0.608 0.399 0.519
Si -2.808 -1.483 1.719 -0.358
S -2.297 -3.434 1.728 -0.699
O -4.456 -1.134 1.701 -0.419
C -5.595 -1.974 1.635 1.575
C -6.800 -1.034 1.594 -1.630
C -5.577 -2.852 0.384 -1.401
C -5.676 -2.841 2.892 -1.579
O -2.333 -0.536 3.007 0.009
C -1.673 -0.833 4.231 1.853
C -0.323 -1.509 4.008 -0.980
C -2.576 -1.719 5.089 -1.737
C -1.458 0.520 4.903 -1.546
H -2.127 1.922 -1.784 0.687
H -1.466 0.289 -1.944 0.321
H -0.802 1.430 -0.737 -0.213
H -4.324 1.090 -1.572 0.473
H -4.807 -0.044 -0.294 -0.246
H -3.805 -0.608 -1.649 0.325
H -3.360 2.566 0.339 0.542
H -2.080 1.881 1.374 0.041
H -3.754 1.321 1.548 0.102
H -6.770 -0.410 0.698 0.325
H -6.787 -0.382 2.469 0.300
H -7.733 -1.605 1.589 0.399
H -5.545 -2.229 -0.512 0.219
H -6.479 -3.471 0.347 0.509
H -4.695 -3.493 0.396 0.224
H -5.684 -2.200 3.777 0.264
H -4.806 -3.497 2.940 0.217
H -6.590 -3.444 2.884 0.499
H -0.451 -2.483 3.537 0.240
H 0.195 -1.628 4.966 0.618
H 0.293 -0.882 3.362 -0.345
H -2.738 -2.672 4.583 0.256
H -3.541 -1.227 5.239 0.300
H -2.117 -1.902 6.066 0.455
H -0.827 1.143 4.265 0.050
H -0.971 0.398 5.875 0.402
H -2.419 1.022 5.045 0.357
S 0.655 1.107 1.524 -0.591
C 2.586 4.961 0.370 -1.524
C 1.437 4.009 0.705 0.808
C 0.883 4.290 2.098 -1.390
P 1.871 2.226 0.254 0.585
C 2.457 2.568 -2.808 0.936
C 1.099 2.117 -3.211 -0.800
C 2.945 3.882 -3.313 -1.664
C 3.560 1.902 1.012 1.546
C 4.727 2.376 0.144 -1.465
C 3.752 2.290 2.475 -1.768
H 2.221 5.993 0.308 0.467
H 3.054 4.712 -0.585 0.153
H 3.356 4.934 1.142 0.211
H 0.636 4.220 -0.015 0.287
H 1.660 4.185 2.859 0.174
H 0.080 3.598 2.350 0.174
H 0.497 5.316 2.152 0.507
H 3.196 1.775 -2.757 -0.186
H 0.324 2.822 -2.892 0.267
H 0.873 1.141 -2.781 -0.117
H 1.022 2.033 -4.309 0.478
H 2.254 4.694 -3.059 0.321
H 3.029 3.881 -4.414 0.400
H 3.929 4.141 -2.914 0.332
H 3.557 0.809 0.966 -0.672
H 4.864 3.458 0.198 0.274
H 4.577 2.099 -0.901 0.155
H 5.656 1.906 0.482 0.447
H 3.858 3.372 2.592 0.258
H 4.662 1.828 2.874 0.444
H 2.905 1.954 3.077 0.295



[2]
7
Properties=species:S:1:pos:R:3:nbo_charge:R:1 method="wB97M-V/def2-TZVPD" relative_energy_kcal_mol=102.2 multiplicity=1 orbital_gap_ha="0.288 / 0.294" max_force_ev_per_a=2.9
C 0.129 0.679 -0.113 -0.777
C -0.343 -0.616 -0.382 0.213
O 0.816 -1.270 -0.779 -0.740
P 1.735 0.253 -0.694 0.868
H -0.413 1.660 -0.082 0.250
H -1.199 -1.229 -0.167 0.204
H -0.724 0.524 2.217 -0.018



[3]
11
Properties=species:S:1:pos:R:3:nbo_charge:R:1 method="wB97M-V/def2-TZVPD" relative_energy_kcal_mol=122.8 multiplicity=1 orbital_gap_ha="0.301 / 0.291" max_force_ev_per_a=9.1 smiles="CC(O)=C=C=N"
C 1.444 -0.313 -1.004 -0.650
C -0.028 -0.141 -0.657 0.426
O -0.972 -0.030 -1.655 -0.641
C -0.488 0.081 0.554 -0.310
C -0.895 0.041 1.757 0.363
N -1.322 0.323 3.222 -0.696
H 1.596 0.333 -1.749 0.213
H 1.905 -0.206 -0.074 0.246
H 1.518 -1.261 -1.367 0.229
H -0.549 0.399 -2.367 0.473
H -2.207 0.773 3.341 0.347



[4]
14
Properties=species:S:1:pos:R:3:nbo_charge:R:1 method="wB97M-V/def2-TZVPD" s_squared=8.763 relative_energy_kcal_mol=12.0 multiplicity=6 orbital_gap_ha="0.164 / 0.280" max_force_ev_per_a=3.4
C -1.842 0.859 -1.092 -0.261
C -1.092 0.569 -0.159 0.058
C -0.319 0.250 1.046 -0.580
C 1.116 0.705 0.924 0.107
O 1.966 0.354 1.867 -0.812
Rh 2.178 -0.775 3.316 0.701
H -2.643 1.245 -1.701 0.244
H -0.357 -0.846 1.195 0.232
H -0.805 0.690 1.941 0.226
H 1.299 1.646 0.379 0.147
C -0.079 -0.530 -2.061 0.075
O 0.090 -1.777 -1.650 -0.740
H 0.854 0.001 -1.765 0.119
H -0.366 -2.392 -2.239 0.484